{
  "formula": "C5H10OSi",
  "method": "ωB97M-V/def2-TZVPD",
  "species": ["C", "C", "C", "C", "Si", "O", "C", "H", "H", "H", "H", "H", "H", "H", "H", "H", "H"],
  "coordinates": [[2.8527, -0.4888, -0.1226], [2.0152, -0.0379, 0.8233], [0.7063, 0.6302, 0.5791], [0.4766, 1.2362, -0.7892], [-0.5921, -0.2401, -0.4837], [-2.1549, 0.2199, -0.3667], [-3.1490, -0.5940, 0.1783], [2.6274, -0.5452, -1.2526], [3.8828, -0.7475, -0.0588], [2.2568, 0.0726, 1.8274], [0.4047, 1.0234, 1.5201], [0.0337, 2.3117, -0.8673], [1.4463, 1.3094, -1.2280], [-0.4985, -1.6816, -0.8717], [-3.8486, 0.0625, 0.7204], [-2.7338, -1.3147, 0.9699], [-3.7256, -1.2159, -0.5777]],
  "lowdin_charge": [-0.021, -0.204, -0.395, -0.220, 0.633, -0.306, -0.192, 0.081, 0.028, 0.072, 0.086, 0.111, 0.037, 0.018, 0.082, 0.092, 0.098],
  "de_lowest_kcal_mol": 30.4,
  "smiles": "C=C[C@H]1C[Si@@H]1OC",
  "e_lumo_ev": 0.961,
  "homo_lumo_gap_ev": 9.122
}